# 1
46
Properties=species:S:1:pos:R:3 method="wB97M-V/def2-TZVPD" e_homo_ev=-5.62 homo_lumo_gap_ev=8.1 de_lowest_kj_mol=457.3 e_lumo_ev=2.43 total_energy_ha=-1069.70959 total_charge=-1
C 0.677 1.417 -0.247
O 0.252 0.062 -0.099
C 2.252 1.462 -0.694
C 2.297 0.352 -1.836
C 1.421 0.739 -2.941
C 1.738 1.903 -3.626
N 0.454 -0.250 -3.209
N 3.133 1.170 0.512
H 0.554 2.040 0.667
H 0.173 1.765 -1.217
H 2.497 2.461 -1.046
H 3.240 0.272 -2.448
H 1.952 -0.774 -1.523
H 0.987 2.195 -4.452
H 2.261 2.834 -3.312
H -3.002 -2.788 -0.227
H -0.564 0.041 -3.117
H 2.687 0.419 1.281
H 3.843 0.555 0.198
H -0.879 0.110 -0.236
H -2.423 -0.393 -1.280
O -2.093 0.219 -0.720
H 0.431 -0.974 -2.442
H -2.118 -1.947 -1.193
O -2.689 -2.658 -1.193
H 2.822 -4.463 -0.890
H 1.844 -3.884 -2.029
O 2.476 -3.615 -1.323
H -2.018 2.280 1.994
H -1.903 0.967 2.856
O -1.760 1.828 2.927
H 1.705 -2.393 0.553
H 0.656 -1.270 0.778
O 1.153 -2.003 1.163
H -4.307 1.039 0.293
H -3.105 1.453 -0.310
O -3.862 1.835 0.130
H -0.701 2.029 4.393
H 0.899 2.040 4.629
O -0.001 1.853 5.165
H -2.439 -0.292 1.470
H -2.888 -1.042 2.725
O -3.000 -1.071 1.793
H -0.859 -2.380 2.311
H -0.973 -1.165 2.629
O -0.820 -1.976 3.146

# 2
12
Properties=species:S:1:pos:R:3 method="wB97M-V/def2-TZVPD" e_homo_ev=-8.36 homo_lumo_gap_ev=9.0 de_lowest_kj_mol=411.6 e_lumo_ev=0.60 total_energy_ha=-306.34953
C -1.416 -0.212 0.085
O -0.802 0.992 -0.331
C 0.579 0.860 -0.573
C 1.117 -0.333 0.187
O 0.456 -0.509 1.455
C -0.770 -0.940 1.252
H -2.360 0.078 0.560
H -1.687 -0.855 -0.770
H 0.783 0.711 -1.645
H 1.052 1.797 -0.269
H 2.183 -0.330 0.390
H 0.865 -1.259 -0.341

# 3
144
Properties=species:S:1:pos:R:3 method="wB97M-V/def2-TZVPD" e_homo_ev=-8.92 homo_lumo_gap_ev=9.3 de_lowest_kj_mol=349.6 smiles="O=C1CCCO1.O=C1CCCO1.O=C1CCCO1.O=C1CCCO1.O=C1CCCO1.O=C1CCCO1.O=C1CCCO1.CN(C)C=O.CN(C)C=O.CN(C)C=O.CN(C)C=O.CN(C)C=O" e_lumo_ev=0.38 total_energy_ha=-3388.03263
O 11.191 15.386 15.546
C 10.912 15.682 14.450
C 9.987 16.689 13.867
C 10.166 16.536 12.340
C 10.910 15.182 12.170
O 11.419 14.837 13.483
H 9.039 16.459 14.332
H 10.266 17.695 14.311
H 9.251 16.527 11.818
H 10.779 17.310 12.006
H 10.331 14.357 11.824
H 11.782 15.249 11.483
O 7.644 11.160 12.577
C 8.559 11.076 13.322
C 8.691 12.012 14.539
C 10.235 11.895 14.889
C 10.658 10.581 14.215
O 9.662 10.339 13.119
H 8.270 13.011 14.326
H 8.143 11.611 15.383
H 10.635 12.766 14.372
H 10.496 11.946 15.931
H 11.632 10.587 13.752
H 10.445 9.770 14.896
O 18.204 19.586 16.016
C 18.755 18.687 15.497
C 20.135 18.586 14.896
C 20.411 17.046 15.013
C 19.031 16.494 14.804
O 18.196 17.451 15.523
H 20.184 18.820 13.839
H 20.813 19.204 15.427
H 21.230 16.696 14.446
H 20.670 16.744 16.039
H 18.787 16.524 13.767
H 18.802 15.536 15.212
O 13.934 15.669 18.674
C 13.372 14.619 18.952
C 12.113 13.964 18.475
C 11.669 13.179 19.722
C 13.045 12.803 20.338
O 13.933 13.872 19.903
H 11.310 14.580 18.118
H 12.303 13.257 17.636
H 11.117 13.896 20.441
H 11.180 12.271 19.474
H 12.990 12.811 21.391
H 13.388 11.841 19.947
O 13.005 17.577 14.553
C 13.387 17.767 15.697
C 12.587 17.795 17.022
C 13.573 18.421 18.024
C 14.898 18.433 17.288
O 14.620 18.141 15.900
H 11.695 18.385 16.825
H 12.152 16.849 17.333
H 13.227 19.407 18.240
H 13.598 17.859 18.950
H 15.329 19.393 17.332
H 15.680 17.698 17.605
O 13.648 11.845 12.893
C 13.992 12.915 13.355
C 13.909 13.249 14.817
C 14.970 14.445 14.960
C 14.914 15.050 13.541
O 14.442 13.953 12.634
H 12.945 13.583 15.119
H 14.134 12.321 15.396
H 14.609 15.119 15.688
H 15.981 14.106 15.198
H 14.137 15.777 13.281
H 15.883 15.386 13.179
O 17.313 13.294 7.195
C 16.266 13.342 7.763
C 15.403 12.181 8.357
C 14.400 12.951 9.229
C 14.222 14.163 8.291
O 15.520 14.486 7.866
H 14.893 11.747 7.535
H 15.952 11.404 8.875
H 13.406 12.488 9.401
H 14.935 13.241 10.107
H 13.563 13.808 7.469
H 13.767 15.077 8.731
C 17.026 14.464 20.702
N 16.757 13.884 19.382
C 16.710 14.764 18.226
C 16.697 12.572 19.144
O 16.604 11.996 18.092
H 16.208 15.186 20.855
H 18.062 14.967 20.661
H 16.984 13.823 21.563
H 16.480 14.131 17.366
H 15.839 15.469 18.351
H 17.729 15.219 18.027
H 16.666 12.061 20.137
C 14.656 7.882 17.686
N 13.806 8.951 17.103
C 14.438 9.761 16.078
C 12.594 9.232 17.548
O 11.831 10.091 17.137
H 15.674 8.291 17.936
H 14.804 7.108 16.939
H 14.285 7.415 18.583
H 13.753 10.333 15.474
H 15.123 10.521 16.480
H 15.023 9.023 15.417
H 12.287 8.617 18.395
C 20.865 12.236 11.469
N 20.746 13.496 10.708
C 21.104 13.652 9.361
C 20.139 14.509 11.349
O 19.835 15.601 10.892
H 20.232 12.411 12.295
H 21.925 12.010 11.737
H 20.372 11.389 10.916
H 20.309 13.495 8.693
H 21.553 14.623 9.210
H 21.955 13.004 9.026
H 19.996 14.299 12.429
C 15.634 18.331 12.254
N 15.014 17.602 11.192
C 15.710 17.086 10.047
C 13.665 17.343 11.265
O 13.088 16.715 10.403
H 16.254 17.771 12.892
H 14.867 18.695 12.940
H 16.171 19.178 11.851
H 16.742 17.429 10.095
H 15.694 16.022 10.007
H 15.333 17.459 9.076
H 13.129 17.764 12.162
C 16.555 10.094 12.143
N 17.196 10.886 13.176
C 17.716 10.210 14.368
C 17.332 12.248 12.948
O 17.760 13.086 13.786
H 15.718 10.605 11.653
H 15.914 9.404 12.685
H 17.249 9.701 11.422
H 17.768 11.048 15.097
H 16.983 9.529 14.753
H 18.705 9.863 14.115
H 16.957 12.635 12.001

# 4
45
Properties=species:S:1:pos:R:3 method="wB97M-V/def2-TZVPD" e_homo_ev=-8.93 homo_lumo_gap_ev=9.7 de_lowest_kj_mol=58.4 smiles="CC[C@@H](C(=O)NCCC1=CCCCC1)c1ccccc1" e_lumo_ev=0.77 total_energy_ha=-830.90908
C -0.024 3.716 1.948
C 0.902 3.587 0.746
C 1.382 2.142 0.560
C 0.234 1.255 0.078
O -0.702 1.662 -0.575
N 0.390 -0.048 0.403
C -0.579 -1.061 0.059
C -1.341 -1.557 1.296
C -2.340 -2.623 0.942
C -2.192 -3.880 1.336
C -3.148 -4.987 1.015
C -4.121 -4.591 -0.091
C -4.655 -3.189 0.176
C -3.509 -2.185 0.104
C 2.487 2.059 -0.465
C 2.227 2.351 -1.799
C 3.238 2.289 -2.740
C 4.523 1.936 -2.361
C 4.789 1.640 -1.035
C 3.775 1.699 -0.094
H -0.904 3.092 1.811
H -0.350 4.747 2.065
H 0.481 3.411 2.863
H 1.772 4.237 0.872
H 0.370 3.894 -0.154
H 1.752 1.763 1.519
H 1.180 -0.331 0.961
H -0.073 -1.902 -0.427
H -1.268 -0.597 -0.649
H -1.854 -0.704 1.748
H -0.624 -1.948 2.023
H -1.346 -4.160 1.952
H -3.704 -5.242 1.925
H -2.587 -5.880 0.725
H -3.603 -4.599 -1.052
H -4.940 -5.311 -0.143
H -5.106 -3.159 1.171
H -5.425 -2.928 -0.552
H -3.184 -2.082 -0.936
H -3.847 -1.200 0.434
H 1.224 2.616 -2.097
H 3.024 2.517 -3.774
H 5.313 1.890 -3.095
H 5.788 1.362 -0.732
H 3.992 1.470 0.940

# 5
13
Properties=species:S:1:pos:R:3 method="wB97M-V/def2-TZVPD" e_homo_ev=-12.36 homo_lumo_gap_ev=8.1 de_lowest_kj_mol=472.6 e_lumo_ev=-4.29 total_energy_ha=-302.86000 total_charge=+1
C 1.684 0.270 0.120
C 0.703 -0.616 0.080
C -1.766 -0.756 0.320
N 2.978 -0.044 0.065
N -2.743 0.281 0.014
O -0.602 -0.167 0.132
H 1.402 1.331 0.295
H 0.650 -1.616 -0.047
H 3.133 -1.070 -0.144
H 3.635 0.674 -0.164
H -2.861 0.149 -0.987
H -2.398 1.266 0.020
H -3.814 0.300 0.295

# 6
9
Properties=species:S:1:pos:R:3 method="wB97M-V/def2-TZVPD" e_homo_ev=-14.74 homo_lumo_gap_ev=8.8 de_lowest_kj_mol=506.5 e_lumo_ev=-5.95 total_energy_ha=-341.31567 total_charge=+1
C -1.987 0.298 -0.364
C -0.958 0.483 0.923
C 1.167 -0.272 0.195
O -1.540 -0.727 0.254
O 2.360 -0.126 -0.264
O 0.409 0.685 0.393
H -2.940 0.279 -1.164
H 0.831 -1.331 0.610
H 2.658 0.710 -0.583

# 7
54
Properties=species:S:1:pos:R:3 method="wB97M-V/def2-TZVPD" e_homo_ev=-8.54 homo_lumo_gap_ev=8.5 de_lowest_kj_mol=300.3 e_lumo_ev=-0.03 total_energy_ha=-1658.59399
N -1.049 0.979 -1.387
C -2.093 0.030 -1.069
C -3.166 -0.012 -2.164
S -3.915 1.598 -2.219
C -1.374 -1.368 -0.973
N -1.950 -2.374 -0.297
C -3.060 -2.241 0.732
O -0.342 -1.610 -1.615
H -0.516 1.152 -0.548
H -0.327 0.783 -2.079
H -2.537 0.293 -0.148
H -2.677 -0.266 -3.091
H -3.862 -0.870 -2.100
H -3.308 2.145 -1.128
H -1.434 -3.248 -0.124
H -3.553 -1.304 0.350
H -2.818 -2.259 1.815
H -3.659 -3.181 0.657
H -2.213 0.965 2.270
H -3.775 0.841 2.379
O -2.956 0.384 2.196
H 4.386 0.899 -1.821
H 5.279 -0.316 -1.265
O 4.603 -0.067 -1.972
H -1.952 3.376 2.785
H -1.166 2.365 1.777
O -1.308 2.725 2.627
H 3.998 -0.137 3.443
H 3.448 -1.385 2.489
O 3.702 -0.390 2.591
H -1.938 4.447 -0.397
H -1.203 3.244 0.234
O -2.137 3.650 0.142
H 1.414 -2.429 3.328
H 2.349 -3.416 2.679
O 2.292 -2.760 3.445
H 2.459 -1.605 0.441
H 3.694 -2.436 0.008
O 2.913 -2.451 0.558
H 1.194 -0.779 -1.493
H 2.704 -0.601 -1.656
O 1.968 -0.354 -1.106
H 1.502 1.440 0.637
H 1.543 2.913 0.514
O 0.891 2.200 0.654
H 2.809 1.097 -0.732
H 4.059 1.671 -0.018
O 3.406 1.906 -0.716
H -0.160 2.819 -3.168
H -1.332 3.215 -2.268
O -0.889 3.503 -3.072
H 1.181 -3.595 0.061
H 0.502 -5.019 -0.292
O 0.370 -4.168 0.106

# 8
14
Properties=species:S:1:pos:R:3 method="wB97M-V/def2-TZVPD" e_homo_ev=-9.25 homo_lumo_gap_ev=9.9 de_lowest_kj_mol=441.5 smiles="O=C1NCCNN1" e_lumo_ev=0.61 total_energy_ha=-357.88173
O 0.610 2.589 0.249
C 0.409 1.485 -0.062
N 1.315 0.418 0.048
C 0.838 -0.868 0.344
C -0.769 -1.003 0.341
N -1.211 -0.077 -0.670
N -0.680 1.159 -0.802
H 1.812 0.631 1.015
H 1.119 -1.267 1.142
H 0.979 -1.636 -0.401
H -1.052 -0.637 1.314
H -1.244 -1.975 -0.358
H -0.637 -0.509 -1.421
H -1.489 1.689 -0.739

# 9
57
Properties=species:S:1:pos:R:3 method="wB97M-V/def2-TZVPD" e_homo_ev=-10.99 homo_lumo_gap_ev=9.1 smiles="O=C(Cl)CC1=C(C(F)(F)F)C(=O)OC1=O.CCCCCC.CCCCCC" e_lumo_ev=-1.86 total_energy_ha=-1802.75387
O -0.322 3.551 -1.097
C -1.075 3.842 -1.960
Cl -0.527 4.786 -3.375
C -2.518 3.431 -2.087
C -3.466 4.585 -2.109
C -4.700 4.638 -2.607
C -5.421 3.529 -3.327
F -5.257 2.360 -2.648
F -4.889 3.350 -4.567
F -6.738 3.764 -3.460
C -5.251 6.000 -2.381
O -6.306 6.455 -2.672
O -4.284 6.716 -1.706
C -3.196 5.911 -1.477
O -2.255 6.246 -0.836
H -2.614 2.881 -3.023
H -2.765 2.750 -1.275
C 0.649 0.920 -3.407
C 2.001 0.970 -2.703
C 2.954 -0.142 -3.137
C 2.454 -1.561 -2.858
C 2.111 -1.842 -1.396
C 3.298 -1.686 -0.449
H 0.109 -0.002 -3.185
H 0.029 1.755 -3.083
H 0.769 0.991 -4.490
H 1.849 0.935 -1.621
H 2.473 1.933 -2.908
H 3.919 0.009 -2.646
H 3.146 -0.047 -4.210
H 3.221 -2.269 -3.184
H 1.575 -1.767 -3.474
H 1.726 -2.862 -1.320
H 1.298 -1.187 -1.069
H 4.113 -2.355 -0.734
H 3.008 -1.929 0.574
H 3.683 -0.666 -0.448
C 0.382 -5.059 5.808
C -0.343 -4.008 4.972
C 0.222 -3.854 3.561
C 1.685 -3.413 3.499
C 1.991 -2.096 4.208
C 1.246 -0.902 3.620
H 1.431 -4.799 5.962
H -0.078 -5.159 6.791
H 0.346 -6.035 5.320
H -0.317 -3.046 5.492
H -1.398 -4.281 4.894
H -0.398 -3.144 3.006
H 0.127 -4.810 3.035
H 1.974 -3.324 2.447
H 2.322 -4.197 3.919
H 3.067 -1.910 4.142
H 1.764 -2.181 5.275
H 1.486 -0.779 2.562
H 1.523 0.020 4.133
H 0.165 -1.015 3.710

# 10
47
Properties=species:S:1:pos:R:3 method="wB97M-V/def2-TZVPD" e_homo_ev=-8.70 homo_lumo_gap_ev=8.6 smiles="C[C@@H](F)C[C@@]1(OC#N)[C@](CCCCOC=O)(P(N)O)OC(=O)[C@]1(O)P(O)Br" e_lumo_ev=-0.12 total_energy_ha=-4575.37463
C 2.566 0.769 -2.107
C 2.458 1.525 -0.777
F 1.490 2.526 -0.871
C 2.199 0.634 0.459
C 0.971 0.942 1.299
O 1.148 1.987 2.293
C 1.962 2.951 1.989
N 2.679 3.803 1.717
C -0.447 1.056 0.653
C -0.618 0.354 -0.692
C -2.071 0.034 -1.069
C -2.388 -1.462 -0.990
C -1.532 -2.281 -1.950
O -2.333 -3.372 -2.469
C -1.589 -4.477 -2.745
O -1.363 -5.337 -1.950
P -1.022 2.892 0.556
N -2.653 2.721 1.097
O -1.187 3.020 -1.091
O -1.354 0.424 1.612
C -0.679 0.138 2.755
O -1.112 0.244 3.851
C 0.707 -0.290 2.244
O 0.403 -1.476 1.527
P 2.040 -0.584 3.537
O 2.893 -1.709 2.711
Br 0.950 -1.914 4.939
H 1.786 1.123 -2.777
H 2.478 -0.308 -1.980
H 3.526 0.963 -2.579
H 3.411 2.030 -0.615
H 2.171 -0.403 0.139
H 3.060 0.723 1.124
H -0.167 0.944 -1.483
H -0.048 -0.575 -0.656
H -2.790 0.554 -0.444
H -2.264 0.358 -2.092
H -2.235 -1.833 0.023
H -3.429 -1.618 -1.273
H -0.679 -2.708 -1.421
H -1.175 -1.674 -2.786
H -1.229 -4.520 -3.783
H -3.281 3.097 0.391
H -2.945 1.760 1.246
H -1.891 3.646 -1.303
H 1.221 -1.900 1.242
H 2.403 -2.538 2.593

What did the second record say?
12
Properties=species:S:1:pos:R:3 method="wB97M-V/def2-TZVPD" e_homo_ev=-8.36 homo_lumo_gap_ev=9.0 de_lowest_kj_mol=411.6 e_lumo_ev=0.60 total_energy_ha=-306.34953
C -1.416 -0.212 0.085
O -0.802 0.992 -0.331
C 0.579 0.860 -0.573
C 1.117 -0.333 0.187
O 0.456 -0.509 1.455
C -0.770 -0.940 1.252
H -2.360 0.078 0.560
H -1.687 -0.855 -0.770
H 0.783 0.711 -1.645
H 1.052 1.797 -0.269
H 2.183 -0.330 0.390
H 0.865 -1.259 -0.341